A 2-piece molecular cluster, C9H16N3O overall in a non-equilibrium geometry. Source: the Open Molecules 2025 dataset; level of theory: ωB97M-V with the def2-TZVPD basis set.

Structure (XYZ):
```
29
C9H16N3O ωB97M-V with the def2-TZVPD basis set
C -0.182 0.970 -3.166
C -0.050 -1.329 -2.138
N -0.774 -0.259 -2.669
N 1.359 -1.375 -2.268
N -0.699 -2.332 -1.487
H -1.721 -0.081 -2.392
H 1.759 -0.457 -2.383
H 1.687 -2.026 -2.984
H -1.690 -2.418 -1.594
H -0.223 -3.025 -0.964
H -0.075 0.909 -4.251
H 0.750 1.280 -2.690
H -0.800 1.853 -2.966
C 2.298 -0.409 2.177
C -0.955 0.845 0.704
C 0.287 0.238 0.769
C -1.660 1.092 1.850
C 0.946 0.154 2.007
C -1.110 0.956 3.137
C 0.197 0.500 3.153
O -2.942 1.663 1.685
H -1.360 1.035 -0.281
H 0.795 -0.004 -0.154
H -2.903 2.431 2.228
H -1.809 1.149 3.930
H 2.655 -0.373 3.209
H 3.069 -0.005 1.513
H 0.752 0.497 4.083
H 2.399 -1.481 1.944
```

For the lowest unoccupied orbital energy (alpha / beta), the calculation gives 0.87 / 0.82 eV. The spin multiplicity is 2. For the total energy, the calculation gives -591.9454 hartree.

A 2-piece molecular cluster, C9H16N3O overall in a non-equilibrium geometry. Source: the Open Molecules 2025 dataset; level of theory: ωB97M-V with the def2-TZVPD basis set.

Structure (XYZ):
```
29
C9H16N3O ωB97M-V with the def2-TZVPD basis set
C 2.289 -1.268 -1.226
C 2.032 1.155 -0.697
N 1.782 -0.170 -0.300
N 3.182 1.632 -1.182
N 0.931 1.869 -0.634
H 0.901 -0.458 0.275
H 4.179 1.259 -1.112
H 3.157 2.691 -1.534
H -0.029 1.537 -0.401
H 0.955 2.960 -0.468
H 2.768 -0.720 -2.011
H 1.347 -1.671 -1.910
H 2.671 -2.071 -0.689
C -0.610 0.630 2.753
C -2.168 0.711 0.611
C -1.463 0.045 1.615
C -2.323 0.144 -0.670
C -2.176 -1.199 -0.759
C -1.552 -1.449 1.550
C -2.003 -1.987 0.422
O -1.787 -1.805 -1.950
H -2.599 1.745 0.720
H -2.785 0.580 -1.494
H -0.838 -0.008 3.789
H -0.939 1.710 2.862
H -1.442 -2.146 2.346
H -1.684 -1.116 -2.579
H -2.108 -3.012 0.124
H 0.312 0.413 2.549
```

Its charge is +1. For the lowest unoccupied orbital energy, the calculation gives -3.00 eV. For the total energy, the calculation gives -591.7084 hartree.

A 2-piece molecular cluster, C9H16N3O overall in a non-equilibrium geometry. Source: the Open Molecules 2025 dataset; level of theory: ωB97M-V with the def2-TZVPD basis set.

Structure (XYZ):
```
29
C9H16N3O ωB97M-V with the def2-TZVPD basis set
C 0.399 4.066 -1.216
C -1.081 2.516 -0.241
N -0.031 1.871 0.375
N -0.890 3.743 -0.645
N -2.459 2.133 -0.041
H 0.770 2.331 0.813
H -0.124 0.744 0.582
H -1.561 4.458 -0.974
H -3.105 2.162 -0.930
H -2.733 1.202 0.290
H 0.727 3.150 -1.683
H 1.114 4.459 -0.404
H 0.283 4.713 -2.131
C 1.677 -3.794 -1.182
C -0.358 -1.203 1.442
C 1.011 -0.911 1.230
C -1.038 -2.331 0.960
C 1.682 -1.652 0.201
C -0.250 -3.155 0.100
C 1.058 -2.793 -0.275
O -1.035 -0.426 2.327
H -1.515 -0.866 3.017
H 1.521 -0.312 1.956
H -2.064 -2.681 1.262
H 2.577 -1.290 -0.166
H -0.417 -4.206 -0.231
H 2.580 -4.253 -0.779
H 2.094 -3.134 -1.873
H 1.168 -4.542 -1.784
```

Its charge is +1. For the lowest unoccupied orbital energy, the calculation gives -3.03 eV. For the total energy, the calculation gives -591.7501 hartree.

A 2-piece molecular cluster, C9H16N4O4S overall in a non-equilibrium geometry. Source: the Open Molecules 2025 dataset; level of theory: ωB97M-V with the def2-TZVPD basis set.

Structure (XYZ):
```
34
C9H16N4O4S ωB97M-V with the def2-TZVPD basis set
C -1.099 0.579 2.017
C -0.523 -0.816 2.426
C -2.546 0.802 2.651
C -2.398 1.437 4.006
C -2.195 0.721 5.154
C -1.941 2.929 5.511
C 2.114 -0.668 -4.412
C 2.532 -1.313 -5.733
C 2.216 -1.778 -3.408
H -1.396 1.559 0.242
H -1.839 0.036 0.204
H -0.387 1.261 2.379
H -3.080 -0.144 2.716
H -3.122 1.384 2.028
H -1.982 -0.279 5.353
H -1.851 3.892 6.077
H -1.497 1.511 6.980
H -0.084 -1.033 0.542
H 0.115 -0.530 -4.251
H 0.678 0.723 -4.979
H 2.843 0.053 -4.195
H 1.682 -1.457 -2.465
H 1.659 -2.545 -3.787
H 4.261 -2.748 -3.971
H 3.070 -0.764 -7.389
N -1.171 0.641 0.554
N -2.373 2.824 4.259
N -1.686 1.710 6.072
N 0.839 0.056 -4.252
O -0.487 -1.172 3.578
O 0.137 -1.459 1.428
O 2.562 -2.522 -5.941
O 3.122 -0.423 -6.566
S 3.827 -2.470 -2.827
```

For the lowest unoccupied orbital energy, the calculation gives 0.45 eV. Its SMILES is N[C@@H](Cc1c[nH]cn1)C(=O)O.N[C@@H](CS)C(=O)O. For the total energy, the calculation gives -1270.6877 hartree.

A 2-piece molecular cluster, C9H16O overall in a non-equilibrium geometry. Source: the Open Molecules 2025 dataset; level of theory: ωB97M-V with the def2-TZVPD basis set.

Structure (XYZ):
```
26
C9H16O ωB97M-V with the def2-TZVPD basis set
C -0.597 -0.750 0.330
C -1.904 0.000 0.328
C -0.517 -1.914 -0.640
C 0.003 -1.104 1.673
C -0.590 1.152 -1.600
C 2.440 -0.110 -0.387
C -0.719 0.791 -0.136
C 2.736 0.740 0.417
C -0.151 1.839 0.762
O 2.277 -0.926 -1.395
H 1.394 -0.828 -1.767
H -2.342 0.271 1.281
H -2.638 -0.287 -0.415
H -1.237 -2.674 -0.336
H -0.774 -1.640 -1.661
H 0.464 -2.379 -0.625
H 1.074 -1.291 1.592
H -0.149 -0.319 2.417
H -0.463 -2.017 2.051
H 0.436 1.437 -1.836
H -0.898 0.344 -2.260
H -1.228 2.010 -1.818
H 3.272 1.352 1.085
H 0.976 1.722 0.752
H -0.486 1.748 1.791
H -0.381 2.832 0.396
```

For the lowest unoccupied orbital energy, the calculation gives 0.75 eV. Its SMILES is CC1(C)CC1(C)C.C#CO. For the total energy, the calculation gives -427.6330 hartree.

One molecule with the formula C9H16SSi in a non-equilibrium geometry. Source: the Open Molecules 2025 dataset; level of theory: ωB97M-V with the def2-TZVPD basis set.

Structure (XYZ):
```
27
C9H16SSi ωB97M-V with the def2-TZVPD basis set
C 2.490 -0.854 -0.946
C 3.249 0.089 -0.406
C 1.737 -0.691 1.283
C 1.240 -1.023 -0.113
C 2.575 0.555 0.826
C 0.406 0.150 -0.689
C -2.168 1.785 -1.172
C -1.768 0.389 1.598
C -2.389 -1.403 -0.667
Si -1.501 0.206 -0.295
S 1.216 1.668 0.197
H 2.638 -1.216 -1.953
H 4.122 0.504 -0.801
H 1.144 -0.269 2.080
H 2.423 -1.490 1.731
H 0.687 -1.996 -0.311
H 3.161 1.093 1.598
H 0.637 0.245 -1.807
H -2.708 1.537 -2.080
H -2.756 2.453 -0.644
H -1.264 2.345 -1.404
H -2.636 0.727 2.179
H -1.494 -0.585 2.013
H -0.996 0.930 2.065
H -3.464 -1.240 -0.416
H -2.608 -1.663 -1.663
H -1.973 -2.248 -0.202
```

For the lowest unoccupied orbital energy, the calculation gives 0.84 eV. Its SMILES is C[Si](C)(C)[C@H]1S[C@@H]2C=C[C@H]1C2. For the total energy, the calculation gives -1040.1705 hartree.

One molecule with the formula C9H16Si in a non-equilibrium geometry. Source: the Open Molecules 2025 dataset; level of theory: ωB97M-V with the def2-TZVPD basis set.

Structure (XYZ):
```
26
C9H16Si ωB97M-V with the def2-TZVPD basis set
C 1.115 1.556 -1.063
C -1.105 1.128 0.294
C -0.183 1.830 -0.529
C 1.948 0.487 -1.119
C -1.263 -0.025 0.958
C -0.670 3.221 -0.880
C 3.245 0.501 -1.842
C -2.752 -2.594 0.973
C 0.034 -2.320 2.365
Si -1.003 -1.840 0.838
H 1.498 2.419 -1.603
H -1.937 1.796 0.552
H 1.689 -0.429 -0.604
H 0.147 3.886 -1.152
H -1.219 3.685 -0.063
H -1.345 3.161 -1.738
H 3.295 -0.332 -2.544
H 4.070 0.379 -1.137
H 3.385 1.432 -2.387
H -2.816 -3.309 1.787
H -3.504 -1.831 1.149
H -3.022 -3.112 0.059
H -0.308 -1.796 3.252
H -0.040 -3.387 2.559
H 1.083 -2.080 2.227
H -0.343 -2.429 -0.352
```

For the lowest unoccupied orbital energy (alpha / beta), the calculation gives -0.75 / -0.29 eV. For the total energy, the calculation gives -641.8689 hartree.

One molecule with the formula C9H16Si2 in a non-equilibrium geometry. Source: the Open Molecules 2025 dataset; level of theory: ωB97M-V with the def2-TZVPD basis set.

Structure (XYZ):
```
27
C9H16Si2 ωB97M-V with the def2-TZVPD basis set
C 3.419 1.443 0.052
C 2.439 2.378 0.149
C 3.187 0.083 -0.134
C 1.084 2.010 0.170
C 1.956 -0.479 -0.155
C 0.646 0.764 0.112
C -2.162 1.805 0.609
C -1.640 -1.194 1.164
C -1.464 -0.352 -1.763
Si 1.765 -2.386 -0.036
Si -1.165 0.263 0.025
H 4.403 1.656 0.103
H 2.495 3.488 0.267
H 4.166 -0.391 -0.168
H 0.404 2.741 0.316
H -3.156 1.873 0.009
H -2.344 1.759 1.633
H -1.576 2.800 0.376
H -1.240 -1.114 2.094
H -2.633 -1.186 1.434
H -1.245 -2.072 0.870
H -2.467 -0.460 -2.029
H -1.058 0.250 -2.534
H -1.262 -1.447 -1.832
H 0.773 -3.185 -0.856
H 1.576 -2.524 1.367
H 3.077 -2.831 -0.673
```

For the lowest unoccupied orbital energy (alpha / beta), the calculation gives 0.90 / -2.37 eV. The spin multiplicity is 3. For the total energy, the calculation gives -931.2883 hartree.

C9H17BiClI2N2OPSe as an isolated structure in a non-equilibrium geometry. Source: the Open Molecules 2025 dataset; level of theory: ωB97M-V with the def2-TZVPD basis set.

Structure (XYZ):
```
35
C9H17BiClI2N2OPSe ωB97M-V with the def2-TZVPD basis set
I 3.645 -0.440 1.778
I 2.616 -3.198 1.324
Bi -0.442 -0.026 -1.167
P 1.769 0.116 -2.673
C 3.187 -0.721 -1.929
C 1.440 -0.781 -4.237
H 1.520 2.370 -3.522
H 3.048 1.640 -4.108
H 2.933 2.227 -2.422
C 2.377 1.742 -3.237
H 0.495 -0.416 -4.671
H 2.246 -0.607 -4.973
H 4.005 -0.878 -2.655
H 2.867 -1.694 -1.530
H 1.351 -1.862 -4.040
H 3.556 -0.112 -1.090
C 3.013 -2.065 3.177
O 2.894 -2.211 4.345
Cl -1.495 1.959 -2.197
C -2.069 2.755 1.994
N -2.559 1.401 2.159
C -3.828 1.056 2.623
C -3.911 -0.301 2.579
N -2.686 -0.772 2.093
C -2.339 -2.176 1.871
C -1.831 0.276 1.909
Se 0.027 0.216 1.556
H -1.136 2.702 1.428
H -1.878 3.226 2.958
H -2.795 3.356 1.443
H -4.560 1.780 2.950
H -4.723 -0.978 2.834
H -2.007 -2.652 2.810
H -3.214 -2.709 1.474
H -1.518 -2.221 1.147
```

Its charge is +2. For the lowest unoccupied orbital energy, the calculation gives -8.15 eV. For the total energy, the calculation gives -4550.2880 hartree.

C9H17BrI2NO4P as an isolated structure in a non-equilibrium geometry. Source: the Open Molecules 2025 dataset; level of theory: ωB97M-V with the def2-TZVPD basis set.

Structure (XYZ):
```
35
C9H17BrI2NO4P ωB97M-V with the def2-TZVPD basis set
C -3.164 -1.387 1.763
C -2.213 -2.639 2.058
C -0.637 -2.289 1.911
I 0.545 -3.977 2.658
N -0.337 -1.007 2.586
I -0.700 -1.128 4.610
C 1.082 -0.578 2.421
C 1.567 -0.403 0.917
O 0.944 0.744 0.297
C 1.541 0.980 -1.024
C 1.480 2.558 -1.249
C 1.271 3.019 -2.762
C -0.260 3.114 -3.203
O -1.202 3.393 -2.454
O -0.515 2.840 -4.578
P 0.536 -0.034 -2.280
O 1.226 -1.609 -2.433
Br -1.483 -0.361 -1.298
H -3.400 -1.308 0.647
H -2.796 -0.401 2.182
H -4.173 -1.601 2.272
H -2.441 -3.123 3.073
H -2.497 -3.444 1.287
H -0.453 -2.250 0.783
H 1.156 0.464 2.902
H 1.814 -1.235 2.995
H 1.387 -1.301 0.244
H 2.692 -0.222 0.947
H 2.624 0.624 -1.084
H 2.502 2.970 -0.923
H 0.720 3.076 -0.576
H 1.671 4.096 -2.831
H 1.905 2.429 -3.514
H -1.255 2.195 -4.609
H 0.864 -2.207 -1.737
```

For the lowest unoccupied orbital energy, the calculation gives -0.30 eV. For the total energy, the calculation gives -4219.5456 hartree.

An isolated ion of composition C9H17BrNO and charge +1 in a non-equilibrium geometry. Source: the Open Molecules 2025 dataset; level of theory: ωB97M-V with the def2-TZVPD basis set.

Structure (XYZ):
```
29
C9H17BrNO ωB97M-V with the def2-TZVPD basis set
C -2.201 -0.830 -0.512
C -1.985 0.535 0.126
C -1.128 -1.042 -1.621
C -0.671 0.392 0.940
C 0.084 -1.037 -0.840
C 0.703 1.325 -0.887
C 1.029 2.671 -0.241
C 1.700 -0.204 0.832
C 1.541 -1.402 1.773
N 0.452 0.111 -0.044
O 0.245 3.264 0.438
Br 3.317 -0.481 -0.284
H -1.858 -1.513 0.196
H -3.208 -0.847 -0.935
H -2.151 1.394 -0.535
H -2.677 0.807 1.003
H -1.313 -2.026 -2.097
H -1.147 -0.257 -2.368
H -0.415 1.413 1.476
H -0.653 -0.513 1.518
H 0.050 -1.942 -0.282
H 0.863 -1.147 -1.562
H -0.368 1.432 -1.389
H 1.526 1.078 -1.569
H 2.033 3.122 -0.437
H 1.953 0.792 1.329
H 2.358 -1.349 2.529
H 1.334 -2.329 1.251
H 0.588 -1.418 2.194
```

Its charge is +1. For the lowest unoccupied orbital energy, the calculation gives -3.53 eV. Its SMILES is C[C@@H](Br)[N+]1(CC=O)CCCCC1. For the total energy, the calculation gives -3056.8019 hartree.

C9H17Cl2NO12Pt as an isolated structure in a non-equilibrium geometry. Source: the Open Molecules 2025 dataset; level of theory: ωB97M-V with the def2-TZVPD basis set.

Structure (XYZ):
```
42
C9H17Cl2NO12Pt ωB97M-V with the def2-TZVPD basis set
Pt 0.430 0.521 -1.218
Cl -1.504 1.672 -6.853
O -2.167 2.820 -6.248
O -0.605 1.131 -5.897
O -2.396 0.606 -7.362
O -0.761 2.099 -8.032
Cl 4.968 2.556 1.369
O 5.098 3.590 2.318
O 5.002 1.237 1.945
O 3.882 2.556 0.494
O 6.174 2.577 0.565
O 3.763 -6.022 -1.727
C 3.235 -5.474 -0.527
C 2.311 -4.159 -0.652
O 2.711 -3.018 -1.417
H 4.108 -5.276 0.096
H 2.645 -6.297 -0.123
H 2.249 -3.693 0.332
H 1.302 -4.493 -0.890
N -0.738 0.130 3.194
C -0.408 1.138 4.057
C -0.584 1.049 5.425
C -1.219 -0.103 5.991
C -1.585 -1.135 5.097
C -1.374 -0.981 3.691
H 0.112 2.014 3.699
H -0.119 1.753 6.099
H -1.257 -0.227 7.063
H -1.899 -2.093 5.486
H -1.516 -1.853 3.069
C -3.131 -2.431 -2.758
O -2.936 -1.198 -2.009
H -2.257 -3.003 -3.071
H -3.513 -3.176 -2.060
H -3.809 -2.346 -3.607
H -3.808 -0.809 -1.912
C -1.698 5.263 -0.327
O -1.371 4.145 -1.156
H -1.599 4.954 0.714
H -1.122 6.187 -0.379
H -2.751 5.468 -0.516
H -1.864 4.322 -1.961
```

Its charge is -2. For the lowest unoccupied orbital energy (alpha / beta), the calculation gives 3.70 / 1.57 eV. The spin multiplicity is 3. For the total energy, the calculation gives -2349.6065 hartree.